Density functional theory data (wB97M-V/def2-TZVPD) for a molecular structure, C8H21FeNO12P2.

Last column: Mulliken charge in e.
Element x y z (Å)
Fe 0.733375 1.521196 0.209080  1.07
P 2.098651 1.514561 2.425101  0.70
O 2.206304 1.782353 3.930138  -0.87
O 3.592055 1.744495 2.052085  -0.48
O 1.714283 2.706343 1.518140  -0.44
O 1.252664 0.350018 1.855640  -0.34
P 1.660623 3.084336 -1.608731  0.97
O 1.617616 3.198234 -3.127990  -0.89
O 0.245302 2.944636 -0.994700  -0.42
O 2.481347 4.291106 -1.162763  -0.87
O 2.338636 1.876955 -0.832215  -0.60
C 0.484117 -2.826467 1.926696  -0.07
C 2.111147 -2.831078 2.028324  -0.43
O 2.418185 -1.820454 1.013964  -0.64
O -0.121563 -1.748510 2.668771  -0.54
H 0.124506 -3.789352 2.289494  0.46
H 0.118499 -2.730520 0.904339  -0.24
H 2.423517 -3.767584 1.566306  0.34
H 2.496610 -2.634879 3.028837  0.28
H 2.088488 -0.945663 1.232239  0.26
H 0.285663 -0.956237 2.310907  0.45
C -2.156733 -2.148252 -3.936190  -4.96
O -1.264120 -1.277273 -3.270545  2.03
C -0.372302 -1.943405 -2.259942  -1.43
C 0.336277 -0.906905 -1.531241  0.08
N -0.515002 0.330450 -1.058961  0.10
C -1.675588 -0.089034 -0.207415  -0.25
C -2.145779 1.162476 0.486616  -1.56
O -1.104649 1.981316 1.132491  0.29
C -1.678513 3.179091 1.767904  -1.12
H -2.942333 -1.559929 -4.410325  0.74
H -2.531732 -2.835848 -3.178093  0.68
H -1.598264 -2.712490 -4.683084  0.42
H 0.234439 -2.780412 -2.605459  0.50
H -0.956014 -2.512587 -1.536479  0.39
H 1.227542 -0.532662 -2.034919  0.53
H 0.660888 -1.407876 -0.619241  -0.07
H -0.794560 0.914841 -1.833834  0.40
H -1.341890 -0.725708 0.611973  0.02
H -2.586792 -0.498283 -0.643678  0.41
H -2.986890 0.992442 1.158727  0.51
H -2.636718 1.749976 -0.289209  0.58
H -1.022010 4.035378 1.613444  0.26
H -1.946056 3.060646 2.817905  0.32
H -2.573225 3.560558 1.275895  0.42

Force components x, y, z for each atom (eV/Å):
1.319 1.543 -1.345
1.742 4.459 2.942
-1.585 -1.573 -1.041
1.513 -1.792 -0.819
-1.829 0.127 0.956
0.013 -0.412 -0.651
4.730 4.147 -2.206
-0.949 -2.008 0.276
-1.966 -0.942 1.229
-0.875 0.031 0.781
-1.348 -1.944 -0.676
0.974 0.107 1.682
-3.377 1.942 -3.110
1.705 -2.182 0.349
-0.014 -2.009 -0.045
-0.388 0.022 0.415
0.724 -0.266 -0.330
0.369 -0.097 0.391
-0.050 0.026 -0.039
-0.250 0.623 0.774
0.396 1.033 0.122
0.882 -0.147 0.608
1.670 -0.644 1.550
-3.024 -0.131 -1.569
0.282 2.355 1.201
0.330 -3.431 0.479
1.150 1.241 1.027
-0.780 1.648 -0.156
-2.654 -0.088 0.587
0.472 0.078 -1.008
-0.085 -0.067 0.101
-0.652 -0.321 -0.315
-0.189 -0.339 -0.296
0.573 0.476 -0.916
-1.090 0.197 0.038
-0.196 0.323 -0.002
0.373 0.391 0.143
-0.022 0.034 -0.296
0.365 -0.566 -0.393
0.309 -0.321 -0.642
0.304 -0.434 0.609
0.315 0.673 -0.249
0.718 -0.533 0.288
0.445 -0.503 0.043
-0.353 -0.727 -0.489

Computed properties:
- Charge: -3
- <S²>: 8.9914
- F_max: 6.666 eV/A
- Electronic energy: -3221.38689 Eh
- Spin multiplicity: 6
- E_LUMO (alpha / beta): 6.55 / 6.54 eV